(A)
Here is one molecule with the formula C2H2N4O2 from the Open Molecules 2025 dataset. Energies are from ωB97M-V/def2-TZVPD.

Structure (ORCA input):
```
! wB97M-V def2-TZVPD RIJCOSX def2/J DEFGRID3
* xyz 0 1
H -2.27 -1.29 -0.30
N -2.25 -0.27 -0.33
C -0.98 0.04 0.10
N 0.25 -0.77 0.64
C 1.53 -0.15 -0.01
O 2.58 -0.57 -0.49
N 1.60 1.40 0.07
N 0.41 1.96 0.23
O -0.80 1.38 -0.31
H -0.07 -1.74 0.42
*
```

Values from the calculation:
HOMO, Ha: -0.397
Structure (SMILES): [H]/N=c1\[nH]c(=O)nno1

(B)
Here is one molecule with the formula C2H2N4O2 from the Open Molecules 2025 dataset. Energies are from ωB97M-V/def2-TZVPD.

Structure (ORCA input):
```
! wB97M-V def2-TZVPD RIJCOSX def2/J DEFGRID3
* xyz 0 1
O -1.98 1.14 0.10
C -1.37 0.07 -0.03
O -1.89 -1.13 -0.15
N 0.04 0.02 0.01
C 0.98 1.04 -0.04
N 2.15 0.54 -0.06
N 1.97 -0.77 0.00
N 0.71 -1.17 0.12
H -1.25 -1.80 0.25
H 0.65 2.05 -0.20
*
```

Values from the calculation:
HOMO, Ha: -0.417
Structure (SMILES): O=C(O)n1cnnn1

Most stable: (B). Least stable: (A).

(A)
Here is one molecule with the formula C2H2N4O2 from the Open Molecules 2025 dataset. Energies are from ωB97M-V/def2-TZVPD.

Structure (ORCA input):
```
! wB97M-V def2-TZVPD RIJCOSX def2/J DEFGRID3
* xyz 0 1
O 3.24 -0.14 -0.11
C 1.99 -0.29 -0.07
N 0.95 0.73 0.10
C -0.21 0.32 -0.10
N -0.59 -1.00 -0.07
N -1.78 -1.19 0.03
O -2.42 0.04 -0.10
N -1.38 1.10 -0.18
H 1.63 -1.38 0.05
H -1.44 1.82 0.45
*
```

Values from the calculation:
HOMO, Ha: -0.375
Structure (SMILES): O=C/N=c1\nno[nH]1

(B)
Here is one molecule with the formula C2H2N4O2 from the Open Molecules 2025 dataset. Energies are from ωB97M-V/def2-TZVPD.

Structure (ORCA input):
```
! wB97M-V def2-TZVPD RIJCOSX def2/J DEFGRID3
* xyz 0 1
O -1.70 0.88 -0.83
C -1.86 -0.20 -0.23
O -0.92 -0.90 0.53
N 0.36 -0.48 0.30
C 0.93 0.69 0.61
N 2.09 0.79 -0.03
N 2.22 -0.38 -0.73
N 1.19 -1.09 -0.59
H -2.80 -0.87 -0.24
H 0.47 1.56 1.20
*
```

Values from the calculation:
HOMO, Ha: -0.415
Structure (SMILES): O=COn1cnnn1

Most stable: (B). Least stable: (A).

(A)
Here is one molecule with the formula C23H24F3N3O3S2 from the Open Molecules 2025 dataset. Energies are from ωB97M-V/def2-TZVPD.

Structure (ORCA input):
```
! wB97M-V def2-TZVPD RIJCOSX def2/J DEFGRID3
* xyz 0 1
C -1.27 -2.59 0.67
C -1.36 -1.08 0.47
N -2.50 -0.71 -0.35
C -2.47 -0.48 -1.68
O -3.47 -0.30 -2.34
C -1.11 -0.38 -2.36
S -0.33 1.22 -1.97
C 1.20 0.68 -1.36
N 1.52 -0.57 -1.14
C 2.80 -0.53 -0.66
C 3.63 -1.57 -0.27
C 4.89 -1.23 0.18
C 5.86 -2.29 0.63
F 5.37 -3.53 0.53
F 7.00 -2.28 -0.09
F 6.23 -2.13 1.91
C 5.33 0.10 0.25
C 4.51 1.14 -0.14
C 3.24 0.81 -0.59
N 2.20 1.57 -1.06
C 2.07 3.00 -1.08
C 1.25 3.47 0.10
C 0.01 4.07 -0.09
C -0.75 4.45 1.00
C -0.29 4.24 2.28
C 0.94 3.64 2.48
C 1.71 3.26 1.39
C -3.80 -0.78 0.31
C -4.57 0.56 0.24
C -5.88 0.36 0.97
S -6.24 -1.43 0.74
O -7.45 -1.62 -0.01
O -6.14 -2.09 2.01
C -4.75 -1.83 -0.23
H -0.38 -2.83 1.24
H -1.21 -3.10 -0.29
H -2.14 -2.97 1.21
H -1.46 -0.58 1.43
H -0.44 -0.73 0.01
H -0.40 -1.16 -2.07
H -1.28 -0.40 -3.43
H 3.31 -2.60 -0.33
H 6.33 0.30 0.61
H 4.85 2.16 -0.08
H 1.59 3.30 -2.01
H 3.07 3.43 -1.04
H -0.36 4.23 -1.09
H -1.72 4.92 0.84
H -0.88 4.54 3.13
H 1.31 3.47 3.48
H 2.67 2.78 1.55
H -3.62 -1.01 1.36
H -4.75 0.80 -0.81
H -3.97 1.36 0.69
H -6.70 0.93 0.57
H -5.80 0.51 2.05
H -4.45 -2.85 -0.02
H -4.97 -1.68 -1.29
*
```

Values from the calculation:
HOMO, Ha: -0.320
Structure (SMILES): CCN(C(=O)CSc1nc2cc(C(F)(F)F)ccc2n1Cc1ccccc1)[C@H]1CCS(=O)(=O)C1

(B)
Here is a 2-piece molecular cluster, C23H24F3N3O3S2 overall from the Open Molecules 2025 dataset. Energies are from ωB97M-V/def2-TZVPD.

Structure (ORCA input):
```
! wB97M-V def2-TZVPD RIJCOSX def2/J DEFGRID3
* xyz 0 1
C -4.52 0.50 -3.18
N -4.08 -0.58 -2.32
C -4.79 -1.85 -2.41
C -2.85 -0.54 -1.76
C -2.12 0.66 -1.67
C -0.82 0.63 -1.18
N -0.25 -0.58 -0.84
C 1.04 -0.72 -0.12
C 2.02 0.36 -0.57
C 3.32 -0.02 -1.18
C 4.24 1.00 -1.44
C 5.46 0.74 -2.08
C 5.72 -0.56 -2.53
C 4.80 -1.58 -2.34
C 3.58 -1.31 -1.67
O 1.81 1.59 -0.47
C -1.01 -1.70 -0.75
C -2.31 -1.72 -1.16
H -3.79 0.74 -3.96
H -5.46 0.21 -3.64
H -4.68 1.40 -2.60
H -4.15 -2.66 -2.83
H -5.06 -2.19 -1.40
H -5.70 -1.72 -3.02
H -2.58 1.60 -1.97
H -0.23 1.53 -1.02
H 1.47 -1.63 -0.58
H 3.97 2.02 -1.16
H 6.14 1.58 -2.18
H 6.65 -0.74 -3.09
H 5.01 -2.58 -2.72
H 2.86 -2.11 -1.54
H -0.47 -2.60 -0.41
H -2.92 -2.62 -1.04
C 2.77 2.21 2.00
N 1.35 2.08 1.87
S 0.78 -1.57 1.44
C 2.31 -1.32 2.43
F 2.24 -2.45 3.16
F 3.46 -1.33 1.65
F 2.41 -0.24 3.26
S 0.21 2.46 2.93
C -1.13 1.29 2.81
C -2.17 1.56 1.92
C -3.16 0.61 1.75
C -3.12 -0.58 2.50
C -2.21 -0.71 3.56
C -1.18 0.21 3.68
O 0.66 2.31 4.30
O -0.40 3.71 2.42
H 3.30 1.28 1.71
H 2.98 2.96 1.21
H 3.11 2.51 3.02
H -2.15 2.48 1.34
H -3.95 0.78 1.02
H -3.81 -1.37 2.24
H -2.28 -1.53 4.26
H -0.35 0.10 4.38
*
```

Values from the calculation:
HOMO, Ha: -0.212

Most stable: (A). Least stable: (B).

(A)
Here is C5H9OP as an isolated structure from the Open Molecules 2025 dataset. Energies are from ωB97M-V/def2-TZVPD.

Structure (ORCA input):
```
! wB97M-V def2-TZVPD RIJCOSX def2/J DEFGRID3
* xyz 0 1
C 0.45 -0.79 1.22
C 1.49 0.72 -0.45
C -0.75 0.11 1.41
C 0.79 -0.63 -0.30
C 0.07 0.61 -0.68
O -0.75 1.13 0.37
P -1.53 0.64 -2.51
H 1.25 -0.41 1.82
H 0.19 -1.74 1.51
H 1.94 1.17 0.31
H 2.07 0.71 -1.34
H -1.71 -0.44 1.05
H -0.73 0.60 2.37
H 1.11 -1.49 -0.91
H -2.58 0.56 -1.62
H -1.33 -0.76 -2.24
*
```

Values from the calculation:
HOMO, Ha: -0.312

(B)
Here is a 2-piece molecular cluster, C5H9OP overall from the Open Molecules 2025 dataset. Energies are from ωB97M-V/def2-TZVPD.

Structure (ORCA input):
```
! wB97M-V def2-TZVPD RIJCOSX def2/J DEFGRID3
* xyz 0 1
C 1.18 2.66 -0.93
C 1.01 1.36 -0.95
C -0.98 -1.67 0.72
C 0.76 0.32 0.05
C -0.56 -0.52 -0.26
O 2.11 -1.71 -3.38
P 1.60 -0.30 -3.54
H 1.79 3.12 -1.61
H 0.60 3.28 -0.35
H -1.79 -1.33 1.31
H -1.18 -2.41 0.00
H -0.04 -1.93 1.37
H 1.52 -0.55 0.05
H 0.60 0.56 1.12
H -1.49 0.10 -0.43
H -0.52 -0.96 -1.34
*
```

Values from the calculation:
HOMO (spin up / spin down), Ha: -0.301 / -0.277

(C)
Here is a 2-piece molecular cluster, C5H9OP overall from the Open Molecules 2025 dataset. Energies are from ωB97M-V/def2-TZVPD.

Structure (ORCA input):
```
! wB97M-V def2-TZVPD RIJCOSX def2/J DEFGRID3
* xyz 0 1
C -2.73 -0.74 -1.55
P -2.21 -0.03 -2.94
C -0.61 0.58 -2.18
O -0.49 1.48 -1.42
H -2.61 -1.79 -1.25
H -3.40 -0.12 -0.91
H -1.65 -0.97 -3.64
C 0.47 -1.03 2.79
C 0.35 -0.17 1.80
C 0.44 1.23 1.92
H 0.44 -0.66 3.79
H 0.17 -2.03 2.83
H 0.31 -0.51 0.82
H -0.64 1.57 1.70
H 0.97 1.65 1.09
H 0.89 1.59 2.81
*
```

Values from the calculation:
HOMO (spin up / spin down), Ha: -0.307 / -0.308
Structure (SMILES): C=[PH]=C=O.C=CC

Most stable: (A). Least stable: (B).

(A)
Here is a 2-piece molecular cluster, C5H9OP overall from the Open Molecules 2025 dataset. Energies are from ωB97M-V/def2-TZVPD.

Structure (ORCA input):
```
! wB97M-V def2-TZVPD RIJCOSX def2/J DEFGRID3
* xyz 0 1
C -1.66 1.00 1.12
C -1.44 -0.05 0.38
C 0.95 -1.01 0.18
C -2.23 -1.09 -0.19
C 2.64 0.66 -1.08
O 0.96 -2.15 -0.14
P 2.33 0.15 0.65
H -2.67 1.43 1.06
H -1.05 1.61 1.74
H -2.27 -1.93 0.62
H -1.89 -1.51 -1.04
H -3.25 -0.69 -0.33
H 3.10 1.64 -0.95
H 1.56 0.64 -1.55
H 3.38 -0.09 -1.48
H 1.56 1.38 1.01
*
```

Values from the calculation:
HOMO (spin up / spin down), Ha: -0.277 / -0.266

(B)
Here is a 2-piece molecular cluster, C5H9OP overall from the Open Molecules 2025 dataset. Energies are from ωB97M-V/def2-TZVPD.

Structure (ORCA input):
```
! wB97M-V def2-TZVPD RIJCOSX def2/J DEFGRID3
* xyz 0 1
C 0.88 1.35 0.91
C -0.39 1.44 1.31
C 1.28 1.06 -0.50
C -0.09 0.94 -1.25
C -1.41 -2.32 0.33
O -2.70 1.15 -0.22
P -1.32 0.59 0.03
H 1.71 1.79 1.57
H -0.98 1.88 2.16
H 1.81 1.93 -0.96
H 1.98 0.19 -0.61
H -0.32 1.96 -1.48
H 0.03 0.42 -2.20
H -0.33 -2.44 -0.02
H -1.58 -2.18 1.43
H -2.31 -2.25 -0.34
*
```

Values from the calculation:
HOMO (spin up / spin down), Ha: -0.292 / -0.314

Most stable: (B). Least stable: (A).

(A)
Here is an isolated ion of composition C8H14N3 and charge +1 from the Open Molecules 2025 dataset. Energies are from ωB97M-V/def2-TZVPD.

Structure (ORCA input):
```
! wB97M-V def2-TZVPD RIJCOSX def2/J DEFGRID3
* xyz 1 1
C -3.68 -0.50 0.09
C -2.22 -0.02 0.07
C -1.65 1.19 0.05
N -0.28 1.00 -0.15
C -0.06 -0.27 -0.13
N -1.24 -0.94 -0.15
C 1.69 -0.82 -0.39
C 1.88 -2.25 0.25
N 2.43 0.26 0.11
C 2.04 1.56 -0.43
C 0.71 2.04 0.14
H -4.06 -0.95 -0.85
H -3.67 -1.20 1.06
H -4.48 0.23 0.27
H -2.12 2.19 0.25
H -1.16 -1.99 -0.24
H 1.73 -0.94 -1.41
H 2.30 -2.80 -0.61
H 0.85 -2.55 0.45
H 2.67 -2.24 1.11
H 2.26 0.19 1.17
H 2.06 1.51 -1.50
H 2.82 2.26 -0.12
H 0.94 2.13 1.22
H 0.22 2.90 -0.25
*
```

Values from the calculation:
HOMO, Ha: -0.487
Structure (SMILES): Cc1cn2c([nH+]1)[C@H](C)NCC2

(B)
Here is an isolated ion of composition C8H14N3 and charge +1 from the Open Molecules 2025 dataset. Energies are from ωB97M-V/def2-TZVPD.

Structure (ORCA input):
```
! wB97M-V def2-TZVPD RIJCOSX def2/J DEFGRID3
* xyz 1 1
C 2.18 0.98 0.00
C 0.85 0.50 -0.38
N 0.08 1.64 -1.06
C 0.45 -0.72 -1.04
C -0.05 -0.49 0.39
C 0.46 -1.59 1.37
C -1.52 -0.05 0.45
C -2.41 -0.61 1.28
N -3.64 -0.18 0.78
C -3.45 0.46 -0.33
N -2.12 0.59 -0.61
H 2.31 1.59 0.91
H 2.66 1.34 -0.88
H 2.89 0.11 0.31
H 0.76 1.96 -1.85
H 0.19 2.34 -0.35
H 1.18 -1.51 -1.24
H -0.20 -0.42 -1.84
H 0.08 -1.57 2.43
H 1.52 -1.50 1.49
H 0.34 -2.64 0.96
H -2.40 -1.18 2.22
H -4.57 -0.28 1.06
H -4.33 0.61 -0.90
H -1.29 1.29 -1.02
*
```

Values from the calculation:
HOMO, Ha: -0.475
Structure (SMILES): C[C@@]1(N)C[C@]1(C)c1c[nH+]c[nH]1

Most stable: (A). Least stable: (B).

(A)
Here is C8H13N3O6 as an isolated structure from the Open Molecules 2025 dataset. Energies are from ωB97M-V/def2-TZVPD.

Structure (ORCA input):
```
! wB97M-V def2-TZVPD RIJCOSX def2/J DEFGRID3
* xyz 0 1
C -0.34 1.12 1.91
C 0.42 0.50 0.88
C 0.14 1.06 3.46
C 0.44 -0.36 3.76
C 0.59 -0.65 -1.05
C 1.27 0.42 -2.09
C 0.05 -1.61 -2.24
C -1.31 -1.26 -2.79
H -1.86 0.00 2.21
H -2.52 1.30 2.24
H -0.22 2.22 1.64
H 1.08 1.51 3.25
H -0.66 1.66 4.11
H 1.94 -0.44 2.29
H -1.08 -0.01 -0.44
H 1.41 -1.26 -0.83
H 0.93 -1.43 -3.09
H 0.12 -2.95 -2.07
H -2.39 0.29 -3.52
H -1.08 0.93 -2.64
H 2.46 0.41 -3.60
N -1.82 0.73 1.62
N -0.16 -0.13 -0.04
N -1.65 0.14 -2.87
O 1.67 0.78 0.82
O -0.23 -1.09 4.55
O 1.56 -0.92 3.14
O 1.00 1.53 -2.41
O -1.99 -2.19 -3.13
O 2.21 -0.29 -3.07
*
```

Values from the calculation:
HOMO, Ha: -0.374

(B)
Here is one molecule with the formula C8H13N3O6 from the Open Molecules 2025 dataset. Energies are from ωB97M-V/def2-TZVPD.

Structure (ORCA input):
```
! wB97M-V def2-TZVPD RIJCOSX def2/J DEFGRID3
* xyz 0 1
N -0.14 -3.39 -1.58
C 0.81 -2.90 -2.36
O 1.02 -3.32 -3.48
C 1.73 -1.85 -1.75
C 1.16 -0.44 -1.80
N 2.20 0.64 -1.84
C 0.26 -0.16 -0.58
O -0.24 -1.06 0.12
N 0.12 1.17 -0.31
C -0.45 1.57 0.96
C -1.91 1.18 1.18
C -2.60 2.08 2.13
O -2.22 3.21 2.40
O -3.73 1.58 2.65
C 0.49 1.02 2.09
O 1.65 0.75 1.94
O -0.15 1.04 3.33
H -0.88 -3.91 -2.01
H -0.40 -2.86 -0.75
H 1.97 -2.02 -0.70
H 2.64 -1.75 -2.37
H 0.56 -0.29 -2.72
H 2.89 0.43 -1.11
H 2.65 0.59 -2.75
H 0.86 1.77 -0.70
H -0.25 2.66 0.99
H -2.46 1.17 0.23
H -2.02 0.16 1.56
H -4.10 2.24 3.26
H 0.53 0.69 3.94
*
```

Values from the calculation:
HOMO, Ha: -0.351
Structure (SMILES): NC(=O)C[C@H](N)C(=O)N[C@@H](CC(=O)O)C(=O)O

Most stable: (B). Least stable: (A).

(A)
Here is one molecule with the formula C3H8N2O from the Open Molecules 2025 dataset. Energies are from ωB97M-V/def2-TZVPD.

Structure (ORCA input):
```
! wB97M-V def2-TZVPD RIJCOSX def2/J DEFGRID3
* xyz 0 1
C 1.33 -0.77 -2.20
N 0.03 -0.16 -1.50
C -0.28 -0.40 -0.07
O -0.46 -1.53 0.31
N -0.40 0.71 0.71
C -0.68 0.56 2.13
H 2.13 -0.08 -1.87
H -0.69 -0.64 -2.03
H 1.47 -1.68 -1.60
H -0.03 0.83 -1.75
H -0.11 1.61 0.37
H 0.22 0.34 2.71
H -1.13 1.48 2.51
H -1.38 -0.27 2.27
*
```

Values from the calculation:
HOMO, Ha: -0.253

(B)
Here is one molecule with the formula C3H8N2O from the Open Molecules 2025 dataset. Energies are from ωB97M-V/def2-TZVPD.

Structure (ORCA input):
```
! wB97M-V def2-TZVPD RIJCOSX def2/J DEFGRID3
* xyz 0 1
C -0.80 -0.66 -0.70
C -0.27 0.14 0.43
C 1.24 0.20 0.54
N 2.03 0.78 -0.49
N -0.97 0.68 1.31
O -2.35 0.40 1.20
H -1.21 -1.66 -0.36
H -1.70 -0.19 -1.29
H -0.10 -1.03 -1.47
H 1.54 -0.82 0.69
H 1.41 0.68 1.54
H 1.76 1.74 -0.74
H 1.88 0.17 -1.25
H -2.48 -0.43 0.59
*
```

Values from the calculation:
HOMO, Ha: -0.353
Structure (SMILES): C/C(CN)=N\O

(C)
Here is a 2-piece molecular cluster, C3H8N2O overall from the Open Molecules 2025 dataset. Energies are from ωB97M-V/def2-TZVPD.

Structure (ORCA input):
```
! wB97M-V def2-TZVPD RIJCOSX def2/J DEFGRID3
* xyz 0 1
C -1.79 -0.19 0.99
N -1.18 0.91 0.98
C 0.11 0.95 1.69
H -2.81 -0.31 0.63
H -1.34 -1.11 1.39
H 0.36 1.98 1.91
H 0.06 0.38 2.62
H 0.89 0.50 1.08
N 0.29 -0.40 -1.99
C 1.63 -0.59 -1.82
O 2.17 -0.64 -0.75
H -0.30 -0.85 -2.67
H -0.25 0.07 -1.27
H 2.15 -0.69 -2.80
*
```

Values from the calculation:
HOMO, Ha: -0.359
Structure (SMILES): C=NC.NC=O

Most stable: (C). Least stable: (A).